90
Properties=species:S:1:pos:R:3:forces:R:3:lowdin_charge:R:1 method="wB97M-V/def2-TZVPD" orbital_gap_ev="6.433 / 7.664" charge=+1 energy_ha=-5166.73837 s_squared=0.755 multiplicity=2
C 3.814190 -4.423124 0.624128 0.1820 -0.1177 0.2569 -0.0816
C 3.020080 -3.307966 2.608720 -0.1817 0.0867 0.0233 -0.0512
C 2.498421 0.498431 0.682152 1.9518 0.2376 0.5881 -0.5712
C -3.474014 -1.325014 -0.765620 0.2271 0.2519 0.0632 -0.0103
C 2.106426 -2.683171 0.488449 0.9251 -0.9474 0.4518 -0.2902
H -1.362831 -2.146556 4.374728 0.0012 0.0965 0.1090 0.1219
C -0.999942 -0.565376 -4.511255 0.1556 0.1202 0.7852 -0.0438
H 2.265664 4.802727 -2.515677 0.0521 0.1138 -0.0791 0.0935
H -3.833684 1.358574 1.383729 -0.0493 0.0361 0.1435 0.0797
C -1.001876 3.997922 2.684502 0.0009 -0.3533 -0.1797 -0.0665
C 2.944933 -3.644572 -0.113921 -0.3415 0.3183 -0.2318 -0.4354
H -1.065703 -3.285338 -0.371272 0.0605 0.0479 0.2164 0.1359
H 4.524546 -4.835140 2.593971 0.0516 -0.0653 0.0537 0.1101
H -4.511894 -1.502841 -1.033352 -0.1344 0.0055 -0.0180 0.0970
H 1.591818 1.736916 2.921686 0.0032 0.0112 0.0206 0.0665
H -1.659036 -0.074434 -5.207898 -0.0684 -0.0028 -0.2702 0.1084
C 2.151883 -2.526685 1.874953 -0.1510 0.0046 -0.1107 -0.0184
H 1.532689 -1.778403 2.350482 0.1534 -0.0850 0.0494 0.0996
H -0.382502 4.729580 -1.516059 -0.0800 0.1087 -0.0094 0.0682
C 3.846719 -4.245268 1.997417 0.0607 -0.0943 -0.2976 -0.0660
H 2.008239 4.051265 -0.938487 0.0236 0.0740 0.0959 0.0885
C -1.023351 -0.190024 -3.160620 -0.3539 -0.1315 -1.8461 -0.1226
H -2.853382 -1.530615 -1.640178 -0.0455 0.0169 0.0207 0.0810
H -3.212558 -2.016784 0.032256 -0.0749 0.0103 -0.0339 0.0634
C -0.114998 -1.556141 -4.929293 -0.3161 0.2378 -0.6292 -0.0735
C -1.529599 -3.771623 2.959758 -0.1350 0.3160 0.0081 -0.2838
O -0.774736 1.779340 1.706333 -0.2163 -0.6140 -0.1801 -0.3682
H 2.705674 -0.354692 -1.902749 0.0321 0.3308 -0.0793 0.0660
H -1.967678 1.675315 3.976955 -0.1141 -0.0030 0.0319 0.0878
C 2.087775 3.859611 -2.007540 -0.2541 -0.1114 -0.0374 -0.0166
H -0.176014 4.998883 -3.256331 0.0138 0.0881 -0.0796 0.0948
O 0.416303 2.159162 -1.612243 -0.0070 0.0146 0.4314 -0.2006
H -2.086307 3.938521 2.579671 -0.0728 0.0554 0.0354 0.0833
H 3.058762 -3.186435 3.679097 0.0270 0.0454 0.1358 0.1125
C 0.738665 -2.164728 -4.049598 0.7856 -0.4255 1.5643 -0.0258
H 1.437163 3.309349 3.712915 0.0343 0.1211 0.0857 0.0969
H 1.223123 1.610663 -1.467335 -0.2012 -0.0245 -0.2416 0.0473
N -1.911353 -4.715024 3.855289 0.2645 0.1514 -0.2883 0.1553
H 1.479637 3.205396 1.944567 0.0741 0.0548 -0.0373 0.0886
H -0.765217 4.596266 3.560377 0.0185 0.0617 0.0440 0.0934
H 1.453869 -2.908877 -4.368228 0.0113 -0.1536 -0.3716 0.1005
C -1.123966 -3.069662 0.695347 0.0625 0.2177 0.2405 -0.1092
H -0.095804 -1.836322 -5.972801 0.0477 -0.0440 -0.0549 0.1094
H -0.829669 -0.452121 2.644795 -0.0261 -0.1040 0.0229 0.1051
H 2.937820 3.206930 -2.188077 0.0975 -0.0412 0.0080 0.0674
C -3.299519 0.131797 -0.311975 -0.8207 -0.2478 0.0631 -0.6554
C 0.704932 -1.835554 -2.664971 -1.9707 1.2455 -3.3231 -0.2728
H -0.794752 2.586026 4.939645 0.0283 0.0356 0.1108 0.0915
Ge -1.350011 2.327973 0.095680 -0.7808 0.2837 -0.3126 1.2241
H 4.450732 -5.148011 0.141054 0.0746 -0.0772 -0.0166 0.1131
H -3.264138 -0.264247 1.817539 0.0050 0.0122 0.0706 0.0711
H 0.014183 2.283478 -4.291491 -0.0304 -0.0203 -0.0638 0.0782
N -0.913658 -1.777214 1.062125 -1.2090 -2.6445 2.4706 -0.0888
C -0.394802 2.595429 2.814241 0.3000 0.6298 0.4577 -0.6795
O 1.270990 0.621823 0.296473 0.9495 1.3452 0.7271 -0.1862
H 1.382436 3.370541 -4.578107 0.0419 0.1260 -0.1486 0.0922
H -1.287407 3.745286 -2.677298 -0.1388 0.0365 -0.0666 0.0754
H -0.352333 1.009427 4.288527 0.0581 -0.1362 0.0516 0.0764
N 2.918397 0.628150 -1.731806 0.3362 -0.0861 -0.0987 0.0340
H -0.592208 4.498164 1.803284 -0.0323 0.1017 0.0378 0.0675
C -3.859538 0.303739 1.105151 0.3574 0.0530 -0.2510 -0.0193
H -4.887801 -0.043825 1.156124 -0.1241 -0.0096 -0.0255 0.0964
C -4.086763 1.044151 -1.263875 0.3999 -0.0844 0.1920 -0.0382
C -1.296075 -2.433885 3.337295 -0.0420 -0.2717 0.0475 0.0180
C -0.218462 -0.838120 -2.278879 1.1214 -0.5485 2.9374 -0.1199
C 0.972562 2.624190 -3.904930 -0.1428 0.1189 0.2770 -0.0139
C -0.913068 1.919796 4.089735 0.0727 0.0971 -0.4624 -0.0214
H -5.150388 0.852620 -1.158588 -0.1272 -0.0123 0.0308 0.0936
H 3.582791 0.911193 -2.447223 -0.1279 -0.0445 -0.0021 0.0988
H -1.592451 -5.068469 1.235511 -0.0218 -0.1098 -0.0966 0.1226
H 4.395585 0.091899 -0.255390 -0.1804 0.1367 0.1318 0.1306
C 0.790885 3.220747 -2.507223 0.0484 0.3581 -0.3980 -0.6376
Ti -0.063954 -0.496348 -0.092746 -1.8565 0.7909 -3.1131 0.9260
H 3.901257 1.790918 -0.292575 -0.0484 -0.0750 0.0463 0.1285
C 3.542033 0.764134 -0.416530 -0.2416 -0.2625 0.1849 -0.1200
H -3.902023 2.091842 -1.025587 -0.0758 0.0813 -0.0558 0.0576
C -0.999118 -1.495006 2.384173 -0.2117 -0.0508 -0.3562 -0.1117
N 1.317811 -1.988823 -0.383956 0.9691 -1.1971 -2.6002 -0.0289
H 1.649038 1.772443 -3.873628 0.0479 -0.0517 0.0243 0.0760
H -1.921969 -5.679597 3.570406 -0.0368 0.0170 0.0906 0.1142
H -1.832442 -4.525717 4.837703 -0.0246 -0.0346 0.0664 0.1130
H -3.811710 0.860646 -2.297876 0.0689 0.0166 -0.1533 0.0800
C 1.128146 2.718211 2.855188 -0.2778 -0.2272 -0.0574 -0.0164
O 2.826385 0.229542 1.817964 0.0331 0.0676 -0.3731 0.0824
H -1.683951 0.608996 -2.851477 0.0202 -0.0436 0.1443 0.0861
C -0.339290 4.245685 -2.491649 0.2682 -0.3473 0.1386 -0.0551
S 2.697610 -3.675498 -1.848991 -0.6965 0.7819 0.5407 1.1573
C 1.498892 -2.406296 -1.662382 0.8389 -0.6649 2.5618 -0.5020
O -1.903255 0.473786 -0.330730 0.7464 0.9377 0.2208 -0.4445
C -1.421864 -4.063937 1.588325 -0.0614 0.0586 -0.0602 0.0202